Molecular formula: C6H15NO
Method: DFT, ωB97M-V with the def2-TZVPD basis set

Structure (XYZ):
```
23
Properties=species:S:1:pos:R:3:forces:R:3
C 0.31907 -0.34902 1.08474 2.9 1.3 -0.8
N -0.49818 0.77570 1.54794 1.2 -1.1 1.7
C -0.99232 0.60838 2.93309 0.4 2.9 1.4
O 0.16280 0.88233 3.75424 0.3 -2.7 -4.5
C 1.29187 0.00005 -0.06334 0.1 1.4 -1.6
C 0.44310 0.57950 -1.30430 3.3 -1.2 -0.1
C -0.58019 -0.31297 -1.91196 -2.8 -0.7 -1.7
C -0.10202 -1.24976 -3.01251 0.2 -0.7 -3.1
H 0.99077 -0.87574 1.81054 -0.9 1.0 0.8
H -0.33282 -1.12753 0.83186 -1.5 -1.2 -0.6
H -0.39673 1.73980 1.21226 0.2 -0.4 -0.3
H -1.24802 -0.38837 3.05824 -0.7 -1.9 0.1
H -1.84822 1.29757 3.21558 1.0 -0.8 -0.8
H 0.03482 1.37546 4.49928 -1.1 2.3 3.0
H 1.91892 -0.80699 -0.50842 -1.2 -0.4 0.8
H 2.19815 0.64981 0.25127 -2.0 -0.3 -0.1
H 0.06447 1.54934 -1.15722 -0.5 1.3 0.6
H 1.21414 0.67788 -2.10719 -0.5 0.4 0.6
H -1.34989 0.31543 -2.49264 1.0 -0.5 1.3
H -1.17667 -0.95215 -1.25480 0.0 0.5 0.5
H -0.06365 -2.38626 -2.91327 1.0 1.6 0.8
H 0.72980 -0.71372 -3.56090 0.0 -1.3 0.9
H -0.77922 -1.28876 -3.91248 -0.2 0.5 1.1
```
Forces are in eV/Å.

Properties
orbital gap (alpha / beta) = 10.9 / 5.8 eV
relative energy (zero: lowest compared OMol25 entry of this formula, charge and spin) = 2.934 eV
charge = +1
spin multiplicity = 2
F_max = 5.27 eV/Å